No. 1
DFT (ωB97M-V/def2-TZVPD) results for a cluster of 3 separate species, C4H15NO3 in total at a distorted geometry.

CARTESIAN COORDINATES (ANGSTROEM)
C1 1.72 -0.25 0.71
N1 0.52 -0.20 -0.18
C2 -0.85 -0.25 0.49
C3 -1.69 0.90 -0.07
C4 -0.81 -0.41 1.98
O1 -2.07 -0.71 2.60
H1 1.70 -1.25 1.12
H2 1.54 0.48 1.48
H3 2.56 0.13 0.10
H4 0.46 0.65 -0.75
H5 -1.31 -1.30 0.22
H6 -2.72 0.52 0.02
H7 -1.51 1.27 -1.11
H8 -1.71 1.77 0.59
H9 -0.22 -1.29 2.25
H10 -0.48 0.47 2.55
H11 -2.77 -0.29 2.09
O2 1.58 1.72 -2.00
H12 1.57 0.72 -2.08
H13 2.21 1.92 -1.31
O3 1.06 -0.96 -2.86
H14 0.36 -1.28 -2.29
H15 1.83 -1.45 -2.60

Results
Net charge = 0
HOMO-LUMO gap = 9.46 eV
Multiplicity = 1
SMILES = CN[C@H](C)CO.O.O
E_LUMO = 0.64 eV


No. 2
DFT (ωB97M-V/def2-TZVPD) results for a cluster of 2 separate species, C5H13FNP in total at a distorted geometry.

CARTESIAN COORDINATES (ANGSTROEM)
C1 1.49 -0.15 -1.74
C2 -1.28 -1.10 1.79
C3 -1.15 2.39 -0.61
C4 1.08 -0.80 -0.44
C5 0.04 -0.22 1.74
N1 0.46 0.09 0.44
F1 -3.08 0.77 -0.35
P1 -1.57 0.64 -0.96
H1 1.52 -0.82 -2.59
H2 0.77 0.59 -1.88
H3 2.52 0.29 -1.82
H4 -2.02 -0.56 1.19
H5 -0.99 -1.88 1.26
H6 -1.57 -1.31 2.79
H7 -0.62 2.47 0.42
H8 -2.09 2.87 -0.83
H9 -0.41 2.86 -1.22
H10 0.59 -1.78 -0.56
H11 1.99 -1.22 -0.07
H12 -0.23 0.59 2.37
H13 0.90 -0.76 2.27

Results
Net charge = 0
HOMO-LUMO gap (alpha / beta) = 7.24 / 8.00 eV
Multiplicity = 1
E_LUMO (alpha / beta) = -0.35 / -0.30 eV


No. 3
DFT (ωB97M-V/def2-TZVPD) results for an isolated molecule of C3H11N5 at a distorted geometry.

CARTESIAN COORDINATES (ANGSTROEM)
C1 1.46 0.67 0.44
C2 -0.45 0.06 1.92
C3 0.14 -0.12 0.52
N1 0.21 -1.49 0.10
H1 1.04 -1.92 0.51
H2 1.29 1.75 0.46
H3 2.07 0.38 -0.41
H4 2.05 0.42 1.32
H5 0.23 -0.38 2.64
H6 -1.40 -0.46 2.01
H7 -0.59 1.12 2.16
N2 -2.16 0.05 -0.31
N3 0.47 0.13 -2.45
N4 -0.38 -0.49 -1.65
N5 -0.81 0.35 -0.59
H8 -2.26 -0.95 -0.19
H9 -2.71 0.38 -1.10
H10 1.03 0.91 -2.13
H11 0.76 -0.43 -3.24

Results
Net charge = 0
HOMO-LUMO gap (alpha / beta) = 9.45 / 7.51 eV
Multiplicity = 1
E_LUMO (alpha / beta) = 0.89 / 0.25 eV


No. 4
DFT (ωB97M-V/def2-TZVPD) results for a cluster of 2 separate species, C2H8N2O in total at a distorted geometry.

CARTESIAN COORDINATES (ANGSTROEM)
H1 1.63 -2.12 0.30
N1 1.25 -1.19 0.30
C1 0.34 -0.90 -0.54
N2 -0.50 0.14 -0.33
C2 -1.55 0.54 -1.21
H2 0.01 -1.58 -1.32
H3 -0.17 0.90 0.21
H4 -1.36 0.92 -2.22
H5 -2.39 -0.12 -1.31
H6 -2.11 1.39 -0.79
O1 1.44 1.07 2.32
H7 2.08 0.62 2.89
H8 1.31 0.34 1.70

Results
Net charge = 0
HOMO-LUMO gap = 10.24 eV
Multiplicity = 1
SMILES = [H]/N=C/NC.O
E_LUMO = 0.97 eV


No. 5
DFT (ωB97M-V/def2-TZVPD) results for a structure of composition C22H19NO7OsP3 at a distorted geometry.

CARTESIAN COORDINATES (ANGSTROEM)
Os1 -0.01 -1.38 0.23
O1 -3.39 -1.88 1.75
P1 -2.91 -2.55 0.39
O2 -3.91 -3.20 -0.43
O3 -2.22 -1.28 -0.34
O4 -1.71 -3.45 0.92
P2 -0.34 -3.86 0.06
O5 -0.44 -5.40 -0.14
O6 -0.37 -3.12 -1.23
O7 0.77 -3.40 0.98
H1 -4.13 -2.34 2.15
H2 -0.35 -5.94 0.64
C1 3.22 -1.09 1.68
P3 2.11 -0.51 0.35
C2 2.57 1.23 0.08
C3 3.73 1.57 -0.60
C4 4.09 2.90 -0.73
C5 3.29 3.89 -0.16
C6 2.13 3.55 0.51
C7 1.76 2.22 0.62
C8 2.58 -1.41 -1.16
C9 1.95 -1.01 -2.34
C10 2.14 -1.72 -3.51
C11 2.94 -2.86 -3.50
C12 3.55 -3.27 -2.33
C13 3.38 -2.55 -1.16
H3 4.26 -0.92 1.39
H4 3.03 -2.14 1.86
H5 3.01 -0.52 2.59
H6 4.36 0.80 -1.03
H7 4.98 3.18 -1.26
H8 3.58 4.93 -0.25
H9 1.52 4.33 0.95
H10 0.85 1.92 1.13
H11 1.31 -0.13 -2.33
H12 1.66 -1.41 -4.42
H13 3.05 -3.44 -4.40
H14 4.16 -4.16 -2.33
H15 3.85 -2.90 -0.25
N1 -7.38 5.04 1.72
C14 -6.46 4.39 1.54
C15 -5.33 3.56 1.33
C16 -4.04 4.09 1.23
C17 -2.97 3.26 1.01
C18 -3.14 1.87 0.94
C19 -4.45 1.34 1.07
C20 -5.52 2.17 1.23
C21 -2.13 0.94 0.69
C22 -1.64 -0.19 0.36
H16 -3.90 5.16 1.33
H17 -1.97 3.67 0.92
H18 -4.59 0.27 0.98
H19 -6.52 1.77 1.29

Results
Net charge = +1
HOMO-LUMO gap (alpha / beta) = 7.80 / 6.80 eV
Multiplicity = 5
⟨S²⟩ = 6.07
E_LUMO (alpha / beta) = -3.76 / -5.46 eV


No. 6
DFT (ωB97M-V/def2-TZVPD) results for a cluster of 2 separate species, C15H29N3O7 in total at a distorted geometry.

CARTESIAN COORDINATES (ANGSTROEM)
O1 -1.27 -3.97 -6.06
C1 -1.40 -3.14 -4.91
C2 -0.59 -3.74 -3.75
C3 -0.97 -3.07 -2.41
O2 -1.08 -1.65 -2.53
C4 0.04 -3.39 -1.29
O3 -0.08 -2.42 -0.23
C5 1.49 -3.40 -1.84
O4 2.38 -3.92 -0.89
C6 2.02 -2.13 -2.50
C7 1.64 -2.30 -3.97
C8 0.93 -3.65 -4.04
N1 1.57 -4.36 -2.92
H1 -1.58 -4.87 -5.87
H2 -1.06 -2.12 -5.14
H3 -2.46 -3.08 -4.63
H4 -0.85 -4.80 -3.67
H5 -1.95 -3.45 -2.10
H6 -0.95 -1.27 -1.63
H7 -0.18 -4.38 -0.90
H8 0.71 -2.46 0.33
H9 2.18 -4.87 -0.81
H10 1.58 -1.24 -2.06
H11 3.11 -2.07 -2.39
H12 2.54 -2.31 -4.60
H13 0.99 -1.49 -4.31
H14 1.14 -4.14 -5.00
H15 2.55 -4.52 -3.13
C9 -2.99 3.29 2.36
N2 -2.18 2.28 1.67
C10 -0.88 1.97 1.80
O5 -0.48 0.97 1.22
C11 0.13 2.78 2.64
N3 -0.28 4.13 3.07
C12 0.49 5.22 2.97
C13 -0.03 6.48 3.62
O6 1.57 5.23 2.40
C14 0.51 1.92 3.86
C15 1.62 2.54 4.71
O7 -0.61 1.74 4.70
H16 -2.72 4.29 2.00
H17 -2.84 3.22 3.43
H18 -4.04 3.12 2.14
H19 -2.67 1.66 1.04
H20 1.02 2.86 2.02
H21 -1.12 4.20 3.62
H22 -0.25 6.28 4.67
H23 -0.93 6.80 3.11
H24 0.73 7.25 3.55
H25 0.85 0.95 3.52
H26 2.48 2.78 4.08
H27 1.27 3.45 5.20
H28 1.93 1.83 5.47
H29 -1.07 0.95 4.39

Results
Net charge = 0
HOMO-LUMO gap = 9.71 eV
Multiplicity = 1
SMILES = OC[C@@H]1[C@H](O)[C@H](O)[C@]2(O)CC[C@H]1N2.CNC(=O)[C@@H](NC(C)=O)[C@@H](C)O
E_LUMO = 0.47 eV


No. 7
DFT (ωB97M-V/def2-TZVPD) results for a cluster of 9 separate species, C24H66O9 in total at a distorted geometry.

CARTESIAN COORDINATES (ANGSTROEM)
C1 0.00 -0.64 0.44
C2 1.24 0.26 0.46
C3 1.23 1.35 -0.61
O1 1.42 0.81 1.77
H1 -0.10 -1.01 -0.59
H2 -0.90 -0.13 0.76
H3 0.17 -1.46 1.12
H4 2.10 -0.39 0.31
H5 1.19 0.87 -1.59
H6 2.16 1.91 -0.53
H7 0.35 1.99 -0.51
H8 0.84 1.59 1.85
C4 0.24 -3.89 -4.75
C5 1.12 -2.66 -4.71
C6 0.51 -1.53 -3.91
O2 2.36 -3.06 -4.09
H9 -0.27 -4.07 -3.80
H10 0.84 -4.77 -5.00
H11 -0.53 -3.80 -5.53
H12 1.35 -2.35 -5.73
H13 -0.41 -1.16 -4.35
H14 1.23 -0.71 -3.87
H15 0.33 -1.84 -2.88
H16 3.01 -2.37 -4.28
C7 -0.01 3.46 -6.11
C8 0.20 2.60 -4.87
C9 1.66 2.24 -4.63
O3 -0.27 3.26 -3.68
H17 0.85 4.11 -6.27
H18 -0.91 4.07 -6.02
H19 -0.11 2.85 -7.01
H20 -0.36 1.67 -5.00
H21 2.33 3.02 -5.01
H22 1.91 1.31 -5.15
H23 1.83 2.12 -3.56
H24 -1.21 3.43 -3.79
C10 0.11 1.03 5.39
C11 -1.03 0.20 4.81
C12 -1.89 -0.35 5.91
O4 -1.89 0.94 3.95
H25 -0.25 1.97 5.82
H26 0.89 1.27 4.66
H27 0.57 0.46 6.20
H28 -0.55 -0.63 4.28
H29 -2.45 0.42 6.44
H30 -1.28 -0.94 6.60
H31 -2.59 -1.10 5.52
H32 -1.37 1.39 3.28
C13 -1.66 -4.05 1.58
C14 -0.60 -4.41 2.62
C15 -0.22 -3.14 3.37
O5 -1.05 -5.43 3.51
H33 -1.94 -4.87 0.93
H34 -1.30 -3.24 0.94
H35 -2.52 -3.60 2.08
H36 0.30 -4.79 2.13
H37 -1.09 -2.73 3.90
H38 0.14 -2.36 2.69
H39 0.59 -3.34 4.07
H40 -1.85 -5.11 3.94
C16 -4.62 -0.92 1.30
C17 -4.78 -1.17 2.79
C18 -5.81 -2.23 3.07
O6 -3.56 -1.60 3.37
H41 -5.58 -0.81 0.80
H42 -4.06 -1.75 0.87
H43 -4.09 0.01 1.12
H44 -5.08 -0.24 3.30
H45 -5.61 -3.15 2.51
H46 -6.81 -1.87 2.83
H47 -5.80 -2.50 4.13
H48 -2.91 -0.88 3.38
C19 -0.34 4.99 0.67
C20 -0.79 4.27 1.92
C21 -2.08 3.50 1.66
O7 0.19 3.27 2.32
H49 -0.80 5.97 0.59
H50 -0.59 4.43 -0.24
H51 0.75 5.11 0.62
H52 -0.99 4.97 2.73
H53 -1.92 2.70 0.94
H54 -2.83 4.16 1.22
H55 -2.51 3.13 2.59
H56 1.06 3.70 2.32
C22 5.07 1.07 -3.50
C23 4.91 -0.44 -3.62
C24 4.31 -1.00 -2.37
O8 4.07 -0.80 -4.74
H57 4.12 1.49 -3.15
H58 5.29 1.53 -4.46
H59 5.83 1.29 -2.75
H60 5.91 -0.87 -3.75
H61 4.31 -2.09 -2.29
H62 3.27 -0.66 -2.26
H63 4.82 -0.67 -1.46
H64 4.55 -0.68 -5.57
O9 3.81 1.07 3.26
H65 2.95 1.02 2.79
H66 3.89 1.97 3.57

Results
Net charge = 0
HOMO-LUMO gap = 10.17 eV
Multiplicity = 1
SMILES = CC(C)O.CC(C)O.CC(C)O.CC(C)O.CC(C)O.CC(C)O.CC(C)O.CC(C)O.O
E_LUMO = 0.36 eV